Entry 1:
The following is a quantum chemistry calculation of a cluster of 12 separate species, C26H81N5O12 in total, from the Open Molecules 2025 dataset.

SMILES string	COC[C@H](C)N.COC[C@H](C)N.COC[C@H](C)N.COC[C@H](C)N.COC[C@H](C)N.CC(C)O.CC(C)O.O.O.O.O.O
energy relative to the best compared isomer or geometry (same formula, charge and spin)	1.601	eV
max |F|	2.559	eV/Å
HOMO energy	-0.332	hartree
frontier orbital gap	9.322	eV
LUMO level	0.0105	hartree

Each atom is followed by the atoms it is bonded to, with distances in Å.
Positions of all 124 atoms, in Å:
1 C -7.507 5.041 0.534  C2 1.560, H5 1.090, H6 1.090, H7 1.090
2 C -7.170 3.839 1.470  C1 1.560, C3 1.545, O4 1.421, H8 1.090
3 C -7.071 2.565 0.601  C2 1.545, H9 1.090, H10 1.090, H11 1.090
4 O -5.964 4.037 2.193  C2 1.421, H12 0.960
5 H -6.697 5.146 -0.188  C1 1.090
6 H -7.695 5.981 1.053  C1 1.090
7 H -8.431 4.869 -0.018  C1 1.090
8 H -7.936 3.757 2.241  C2 1.090
9 H -6.591 2.738 -0.362  C3 1.090
10 H -8.123 2.329 0.443  C3 1.090
11 H -6.484 1.786 1.088  C3 1.090
12 H -5.883 3.231 2.708  O4 0.960
13 C 1.934 1.343 5.724  C14 1.523, H17 1.090, H18 1.090, H19 1.090
14 C 1.567 0.718 7.064  C13 1.523, C15 1.562, O16 1.412, H20 1.090
15 C 0.187 1.248 7.569  C14 1.562, H21 1.090, H22 1.090, H23 1.090
16 O 1.574 -0.683 6.892  C14 1.412, H24 0.960
17 H 2.946 1.119 5.384  C13 1.090
18 H 2.007 2.403 5.967  C13 1.090
19 H 1.247 1.177 4.895  C13 1.090
20 H 2.241 1.086 7.838  C14 1.090
21 H -0.571 1.200 6.787  C15 1.090
22 H 0.261 2.324 7.733  C15 1.090
23 H -0.166 0.718 8.453  C15 1.090
24 H 0.872 -0.870 6.265  O16 0.960
25 O -5.587 5.836 -5.599  H26 0.957, H27 0.957
26 H -5.130 6.327 -6.282  O25 0.957
27 H -6.508 6.075 -5.706  O25 0.957
28 O 2.757 -7.442 -0.547  H29 0.957, H30 0.957
29 H 3.411 -7.898 -1.077  O28 0.957
30 H 2.031 -7.279 -1.149  O28 0.957
31 O 4.212 -4.439 1.950  H32 0.957, H33 0.957
32 H 5.145 -4.266 1.823  O31 0.957
33 H 4.025 -5.180 1.373  O31 0.957
34 O -1.534 -2.008 3.727  H35 0.957, H36 0.957
35 H -1.079 -1.984 2.885  O34 0.957
36 H -2.321 -2.526 3.560  O34 0.957
37 O -0.374 -6.634 -3.390  H38 0.957, H39 0.957
38 H -0.256 -6.516 -4.333  O37 0.957
39 H -1.210 -7.094 -3.308  O37 0.957
40 C -1.885 7.082 5.012  C41 1.542, H46 1.090, H47 1.090, H48 1.090
41 C -1.024 7.347 3.761  C40 1.542, C42 1.524, N45 1.452, H49 1.090
42 C 0.115 6.341 3.638  C41 1.524, O43 1.450, H50 1.090, H51 1.090
43 O 0.845 6.529 2.399  C42 1.450, C44 1.375
44 C 1.515 5.441 1.893  O43 1.375, H52 1.090, H53 1.090, H54 1.090
45 N -1.937 7.170 2.646  C41 1.452, H55 1.010, H56 1.010
46 H -2.191 6.045 5.154  C40 1.090
47 H -2.776 7.705 4.948  C40 1.090
48 H -1.311 7.298 5.913  C40 1.090
49 H -0.648 8.356 3.929  C41 1.090
50 H -0.205 5.301 3.696  C42 1.090
51 H 0.830 6.637 4.407  C42 1.090
52 H 2.030 5.532 0.937  C44 1.090
53 H 0.947 4.511 1.868  C44 1.090
54 H 2.403 5.256 2.497  C44 1.090
55 H -2.548 6.374 2.757  N45 1.010
56 H -1.313 6.908 1.897  N45 1.010
57 C -7.597 -0.457 5.493  C58 1.539, H63 1.090, H64 1.090, H65 1.090
58 C -6.341 -1.246 5.083  C57 1.539, C59 1.530, N62 1.442, H66 1.090
59 C -6.667 -2.338 4.062  C58 1.530, O60 1.431, H67 1.090, H68 1.090
60 O -5.481 -3.056 3.712  C59 1.431, C61 1.453
61 C -5.484 -3.754 2.438  O60 1.453, H69 1.090, H70 1.090, H71 1.090
62 N -5.351 -0.286 4.659  C58 1.442, H72 1.010, H73 1.010
63 H -7.898 0.250 4.720  C57 1.090
64 H -7.473 0.059 6.445  C57 1.090
65 H -8.502 -1.040 5.668  C57 1.090
66 H -6.006 -1.765 5.980  C58 1.090
67 H -7.097 -1.757 3.246  C59 1.090
68 H -7.490 -2.891 4.515  C59 1.090
69 H -4.637 -4.437 2.378  C61 1.090
70 H -5.465 -3.010 1.642  C61 1.090
71 H -6.369 -4.390 2.471  C61 1.090
72 H -5.086 0.287 5.447  N62 1.010
73 H -4.494 -0.805 4.535  N62 1.010
74 C 3.140 2.269 -8.078  C75 1.513, H80 1.090, H81 1.090, H82 1.090
75 C 3.176 3.772 -7.910  C74 1.513, C76 1.557, N79 1.455, H83 1.090
76 C 2.598 4.326 -6.575  C75 1.557, O77 1.452, H84 1.090, H85 1.090
77 O 2.677 5.775 -6.614  C76 1.452, C78 1.410
78 C 2.542 6.355 -5.336  O77 1.410, H86 1.090, H87 1.090, H88 1.090
79 N 4.575 4.156 -8.020  C75 1.455, H89 1.010, H90 1.010
80 H 2.207 1.837 -7.717  C74 1.090
81 H 3.810 1.737 -7.403  C74 1.090
82 H 3.439 1.920 -9.066  C74 1.090
83 H 2.740 4.171 -8.827  C75 1.090
84 H 3.140 3.796 -5.792  C76 1.090
85 H 1.547 4.049 -6.499  C76 1.090
86 H 1.696 6.031 -4.729  C78 1.090
87 H 2.438 7.440 -5.362  C78 1.090
88 H 3.452 6.230 -4.749  C78 1.090
89 H 4.959 3.778 -7.166  N79 1.010
90 H 4.638 5.130 -7.757  N79 1.010
91 C 7.240 -7.436 -3.097  C92 1.554, H97 1.090, H98 1.090, H99 1.090
92 C 7.561 -8.923 -3.416  C91 1.554, C93 1.594, N96 1.458, H100 1.090
93 C 8.843 -9.578 -2.733  C92 1.594, O94 1.439, H101 1.090, H102 1.090
94 O 8.955 -10.985 -3.010  C93 1.439, C95 1.412
95 C 9.671 -11.321 -4.180  O94 1.412, H103 1.090, H104 1.090, H105 1.090
96 N 6.444 -9.788 -3.058  C92 1.458, H106 1.010, H107 1.010
97 H 7.160 -7.317 -2.016  C91 1.090
98 H 6.322 -7.172 -3.623  C91 1.090
99 H 8.083 -6.799 -3.364  C91 1.090
100 H 7.739 -9.031 -4.486  C92 1.090
101 H 8.754 -9.431 -1.657  C93 1.090
102 H 9.802 -9.095 -2.924  C93 1.090
103 H 9.171 -10.985 -5.088  C95 1.090
104 H 9.814 -12.395 -4.299  C95 1.090
105 H 10.614 -10.791 -4.312  C95 1.090
106 H 5.769 -9.824 -3.809  N96 1.010
107 H 6.763 -10.737 -3.192  N96 1.010
108 C 1.174 -1.250 -2.408  C109 1.499, H114 1.090, H115 1.090, H116 1.090
109 C 0.342 -0.833 -1.233  C108 1.499, C110 1.529, N113 1.473, H117 1.090
110 C -0.817 0.112 -1.547  C109 1.529, O111 1.449, H118 1.090, H119 1.090
111 O -0.329 1.316 -2.190  C110 1.449, C112 1.398
112 C -1.325 2.296 -2.234  O111 1.398, H120 1.090, H121 1.090, H122 1.090
113 N -0.055 -2.114 -0.621  C109 1.473, H123 1.010, H124 1.010
114 H 1.570 -0.373 -2.921  C108 1.090
115 H 0.595 -1.683 -3.224  C108 1.090
116 H 2.007 -1.877 -2.091  C108 1.090
117 H 0.891 -0.151 -0.585  C109 1.090
118 H -1.265 0.273 -0.567  C110 1.090
119 H -1.517 -0.452 -2.163  C110 1.090
120 H -1.084 2.977 -3.051  C112 1.090
121 H -1.383 2.756 -1.248  C112 1.090
122 H -2.288 1.874 -2.523  C112 1.090
123 H -0.331 -2.756 -1.350  N113 1.010
124 H 0.797 -2.547 -0.294  N113 1.010

---

Entry 2:
The following is a quantum chemistry calculation of a cluster of 14 separate species, C26H81N9O14 in total, from the Open Molecules 2025 dataset.

max |F|	4.498	eV/Å
HOMO energy	-0.325	hartree
frontier orbital gap	8.985	eV
LUMO level	0.0047	hartree

Each atom is followed by the atoms it is bonded to, with distances in Å.
Positions of all 130 atoms, in Å:
1 C -21.976 -13.712 -32.519  C2 1.554, H4 1.090, H5 1.090, H6 1.091
2 C -22.684 -12.687 -33.448  C1 1.554, O3 1.414, H7 1.092, H8 1.092
3 O -24.034 -12.547 -33.050  C2 1.414, H9 0.961
4 H -21.989 -13.339 -31.495  C1 1.090
5 H -20.954 -13.962 -32.807  C1 1.090
6 H -22.428 -14.705 -32.536  C1 1.091
7 H -22.578 -12.929 -34.507  C2 1.092
8 H -22.252 -11.685 -33.392  C2 1.092
9 H -24.417 -11.880 -33.626  O3 0.961
10 C -22.865 -11.548 -28.337  C11 1.545, H13 1.092, H14 1.091, H15 1.090
11 C -22.851 -12.149 -26.914  C10 1.545, O12 1.427, H16 1.090, H17 1.090
12 O -22.467 -11.185 -25.934  C11 1.427, H18 0.966
13 H -23.588 -10.730 -28.340  C10 1.092
14 H -23.289 -12.246 -29.060  C10 1.091
15 H -21.934 -11.156 -28.745  C10 1.090
16 H -22.238 -13.043 -26.793  C11 1.090
17 H -23.855 -12.452 -26.618  C11 1.090
18 H -21.662 -10.746 -26.241  O12 0.966
19 C -27.094 -10.199 -30.637  C20 1.490, H22 1.090, H23 1.091, H24 1.091
20 C -25.746 -10.012 -31.243  C19 1.490, O21 1.420, H25 1.092, H26 1.091
21 O -25.927 -9.096 -32.313  C20 1.420, H27 0.960
22 H -27.804 -10.738 -31.264  C19 1.090
23 H -27.460 -9.209 -30.362  C19 1.091
24 H -27.115 -10.735 -29.687  C19 1.091
25 H -25.315 -10.949 -31.602  C20 1.092
26 H -24.985 -9.604 -30.576  C20 1.091
27 H -25.295 -9.309 -33.002  O21 0.960
28 C -22.636 -6.519 -28.317  C29 1.568, H31 1.090, H32 1.090, H33 1.091
29 C -22.983 -7.956 -27.794  C28 1.568, O30 1.464, H34 1.090, H35 1.089
30 O -22.707 -8.132 -26.367  C29 1.464, H36 0.964
31 H -21.562 -6.364 -28.422  C28 1.090
32 H -23.068 -5.708 -27.730  C28 1.090
33 H -23.078 -6.402 -29.308  C28 1.091
34 H -22.326 -8.562 -28.418  C29 1.090
35 H -24.053 -8.077 -27.962  C29 1.089
36 H -22.861 -9.065 -26.181  O30 0.964
37 C -19.004 -12.686 -29.186  C38 1.522, H40 1.092, H41 1.091, H42 1.090
38 C -17.497 -12.512 -29.311  C37 1.522, O39 1.451, H43 1.090, H44 1.090
39 O -17.077 -12.040 -28.004  C38 1.451, H45 0.961
40 H -19.506 -12.912 -30.130  C37 1.092
41 H -19.478 -11.713 -29.050  C37 1.091
42 H -19.365 -13.404 -28.450  C37 1.090
43 H -17.201 -11.750 -30.032  C38 1.090
44 H -16.915 -13.414 -29.496  C38 1.090
45 H -17.552 -12.550 -27.343  O39 0.961
46 C -26.259 -14.078 -29.774  C47 1.508, H49 1.090, H50 1.089, H51 1.091
47 C -24.807 -14.453 -29.615  C46 1.508, O48 1.434, H52 1.093, H53 1.091
48 O -24.477 -14.567 -28.224  C47 1.434, H54 0.969
49 H -26.432 -13.638 -30.755  C46 1.090
50 H -26.647 -13.438 -28.982  C46 1.089
51 H -26.800 -15.026 -29.754  C46 1.091
52 H -24.212 -13.640 -30.038  C47 1.093
53 H -24.474 -15.290 -30.231  C47 1.091
54 H -23.595 -14.965 -28.201  O48 0.969
55 C -27.619 -10.905 -26.296  C56 1.539, H58 1.090, H59 1.090, H60 1.090
56 C -26.169 -10.482 -26.593  C55 1.539, O57 1.479, H61 1.090, H62 1.091
57 O -26.061 -9.092 -27.086  C56 1.479, H63 0.961
58 H -28.317 -10.631 -27.087  C55 1.090
59 H -28.008 -10.420 -25.400  C55 1.090
60 H -27.692 -11.984 -26.151  C55 1.090
61 H -25.649 -11.051 -27.363  C56 1.090
62 H -25.591 -10.660 -25.685  C56 1.091
63 H -26.233 -8.553 -26.309  O57 0.961
64 C -20.744 -8.808 -30.914  C65 1.555, H67 1.091, H68 1.092, H69 1.089
65 C -22.262 -8.883 -31.244  C64 1.555, O66 1.418, H70 1.091, H71 1.093
66 O -22.445 -8.332 -32.538  C65 1.418, H72 0.959
67 H -20.143 -9.567 -31.419  C64 1.091
68 H -20.507 -9.159 -29.908  C64 1.092
69 H -20.322 -7.828 -31.131  C64 1.089
70 H -22.916 -8.533 -30.445  C65 1.091
71 H -22.590 -9.922 -31.323  C65 1.093
72 H -23.059 -8.917 -32.987  O66 0.959
73 C -22.311 -17.571 -29.123  C74 1.568, H76 1.090, H77 1.092, H78 1.089
74 C -21.598 -16.249 -29.576  C73 1.568, O75 1.404, H79 1.091, H80 1.091
75 O -21.976 -15.279 -28.634  C74 1.404, H81 0.967
76 H -21.982 -17.995 -28.174  C73 1.090
77 H -22.005 -18.288 -29.887  C73 1.092
78 H -23.393 -17.463 -29.068  C73 1.089
79 H -22.015 -15.884 -30.515  C74 1.091
80 H -20.519 -16.326 -29.710  C74 1.091
81 H -21.409 -15.298 -27.851  O75 0.967
82 C -26.306 -14.359 -25.190  O83 1.233, N84 1.331, N85 1.295
83 O -26.956 -14.193 -24.157  C82 1.233
84 N -24.988 -14.274 -25.355  C82 1.331, H86 1.010, H87 1.008
85 N -26.920 -14.839 -26.225  C82 1.295, H88 1.009, H89 1.008
86 H -24.664 -14.368 -26.308  N84 1.010
87 H -24.416 -13.905 -24.612  N84 1.008
88 H -26.442 -15.014 -27.096  N85 1.009
89 H -27.925 -14.877 -26.157  N85 1.008
90 C -19.402 -9.304 -27.128  O91 1.255, N92 1.313, N93 1.299
91 O -20.150 -10.251 -26.785  C90 1.255
92 N -18.266 -9.467 -27.766  C90 1.313, H94 1.014, H95 1.007
93 N -19.664 -8.062 -26.853  C90 1.299, H96 1.008, H97 1.010
94 H -17.953 -10.419 -27.924  N92 1.014
95 H -17.635 -8.709 -27.971  N92 1.007
96 H -18.925 -7.434 -27.126  N93 1.008
97 H -20.552 -7.766 -26.473  N93 1.010
98 C -20.568 -14.771 -25.288  O99 1.208, N100 1.265, N101 1.337
99 O -20.506 -15.230 -26.403  C98 1.208
100 N -20.623 -13.541 -24.995  C98 1.265, H102 1.014, H103 1.008
101 N -20.519 -15.574 -24.220  C98 1.337, H104 1.008, H105 1.008
102 H -20.982 -13.334 -24.070  N100 1.014
103 H -20.672 -12.889 -25.763  N100 1.008
104 H -20.483 -15.258 -23.264  N101 1.008
105 H -20.317 -16.525 -24.487  N101 1.008
106 C -22.659 -12.606 -22.398  O107 1.211, N108 1.344, N109 1.317
107 O -21.460 -12.547 -22.558  C106 1.211
108 N -23.251 -13.352 -21.451  C106 1.344, H110 1.008, H111 1.007
109 N -23.505 -12.002 -23.207  C106 1.317, H112 1.008, H113 1.012
110 H -24.256 -13.378 -21.507  N108 1.008
111 H -22.668 -13.932 -20.868  N108 1.007
112 H -24.505 -12.045 -23.094  N109 1.008
113 H -23.046 -11.471 -23.936  N109 1.012
114 C -23.043 -8.600 -22.552  C115 1.493, H120 1.093, H121 1.090, H122 1.089
115 C -21.810 -7.842 -22.916  C114 1.493, C116 1.560, N119 1.441, H123 1.092
116 C -20.630 -8.684 -23.494  C115 1.560, O117 1.422, H124 1.093, H125 1.092
117 O -20.123 -9.654 -22.586  C116 1.422, C118 1.422
118 C -19.349 -10.709 -23.143  O117 1.422, H126 1.090, H127 1.092, H128 1.090
119 N -22.228 -6.777 -23.792  C115 1.441, H129 1.013, H130 1.016
120 H -23.509 -8.873 -23.502  C114 1.093
121 H -23.762 -7.919 -22.098  C114 1.090
122 H -22.899 -9.549 -22.035  C114 1.089
123 H -21.366 -7.307 -22.074  C115 1.092
124 H -19.815 -7.974 -23.652  C116 1.093
125 H -20.898 -9.065 -24.482  C116 1.092
126 H -19.236 -11.441 -22.343  C118 1.090
127 H -18.315 -10.428 -23.356  C118 1.092
128 H -19.736 -11.280 -23.986  C118 1.090
129 H -21.558 -6.075 -24.083  N119 1.013
130 H -22.322 -7.182 -24.719  N119 1.016

---

- Among the records above, which one has the highest max |F|?
  C26H81N9O14